Formula: C34H70ClFN5O18P4
Source: the OMol25 dataset
Level of theory: ωB97M-V/def2-TZVPD

XYZ file:
```
133
Properties=species:S:1:pos:R:3:lowdin_charge:R:1
C -2.41 3.90 -0.79 -0.01
C -0.98 3.85 -1.17 -0.09
C 0.21 4.88 -0.63 -0.27
C -0.21 6.28 -1.32 -0.12
C -0.60 7.53 -0.35 -0.28
N -0.20 8.90 -0.87 -0.06
N 1.37 4.41 -1.54 0.16
C 2.54 4.20 -0.87 -0.06
O 3.58 3.67 -1.76 0.01
C 3.43 2.18 -1.73 -0.18
O 2.40 1.59 -1.05 -0.03
C 4.46 1.12 -2.44 -0.06
C 6.09 1.24 -2.53 0.00
C 6.92 -0.02 -3.25 -0.04
C 6.22 -1.37 -3.87 -0.04
C 4.58 -1.49 -3.77 -0.03
C 3.77 -0.26 -3.07 0.02
C 2.48 4.54 0.73 -0.15
C 3.51 5.75 0.94 -0.07
C 3.07 7.29 0.71 -0.54
N 2.64 7.64 -0.73 0.05
N 2.17 7.91 1.77 0.06
N 4.38 8.10 0.86 0.00
C 3.20 3.34 1.63 -0.21
C 4.78 3.10 1.35 -0.05
F 3.13 3.62 3.12 -0.09
C 0.82 4.74 0.88 -0.08
C -0.01 3.70 1.85 -0.16
C -1.29 4.30 2.64 -0.61
C -1.87 5.75 2.24 -0.15
Cl -2.69 3.03 2.53 0.55
H -3.08 4.87 -0.78 0.09
H -2.91 2.87 -0.47 0.09
H -0.70 3.01 -1.97 0.13
H -1.16 6.07 -2.01 0.13
H 0.65 6.57 -2.09 0.12
H -0.23 7.46 0.76 0.07
H -1.79 7.55 -0.29 0.12
H -1.05 9.43 -1.23 0.09
H 0.05 9.45 0.01 0.06
H 1.22 4.26 -2.58 0.20
H 6.64 2.17 -2.08 0.09
H 8.11 0.02 -3.31 0.10
H 6.81 -2.27 -4.37 0.10
H 3.96 -2.43 -4.14 0.11
H 2.59 -0.37 -2.99 0.09
H 4.42 5.58 0.17 0.15
H 4.05 5.72 2.00 0.16
H 3.26 7.15 -1.42 0.08
H 2.81 8.67 -0.92 0.10
H 1.82 8.81 1.34 0.08
H 2.72 8.19 2.61 0.10
H 4.15 9.13 0.74 0.09
H 4.98 7.89 0.01 0.08
H 2.62 2.33 1.44 0.15
H 5.13 3.14 0.24 0.08
H 5.10 2.08 1.87 0.12
H 5.39 3.95 1.93 0.11
H 0.80 5.71 1.53 0.12
H 0.67 3.22 2.72 0.13
H -0.39 2.72 1.28 0.11
H -1.05 4.34 3.82 0.12
H -1.06 6.57 2.56 0.10
H -2.80 5.97 2.95 0.10
H -2.26 5.88 1.15 0.05
C -2.59 4.48 9.77 -0.15
O -2.77 3.84 8.52 -0.30
P -4.40 3.32 8.27 0.80
O -4.01 1.94 8.80 -0.25
O -4.21 3.37 6.63 -0.27
C -2.97 3.64 6.01 -0.14
O -6.04 2.81 8.03 -0.32
C -6.27 1.62 7.28 -0.14
H -1.54 4.78 9.86 0.09
H -3.23 5.37 9.82 0.08
H -2.83 3.79 10.58 0.08
H -2.20 2.94 6.34 0.10
H -2.66 4.68 6.22 0.09
H -3.09 3.54 4.93 0.01
H -5.79 0.75 7.74 0.08
H -5.93 1.73 6.25 0.08
H -7.35 1.44 7.27 0.09
C -2.15 -5.57 -2.55 -0.14
O -2.09 -4.29 -3.17 -0.28
P -0.88 -3.27 -2.47 0.79
O -1.96 -2.66 -1.57 -0.25
O -0.76 -2.41 -3.87 -0.28
C -1.60 -2.62 -4.99 -0.12
O 0.33 -2.26 -1.77 -0.36
C 0.09 -0.86 -1.72 -0.14
H -2.93 -6.16 -3.04 0.09
H -1.19 -6.08 -2.66 0.08
H -2.40 -5.46 -1.49 0.08
H -2.65 -2.51 -4.71 0.10
H -1.41 -3.61 -5.42 0.09
H -1.37 -1.87 -5.75 0.09
H -0.81 -0.62 -1.15 0.09
H 0.03 -0.44 -2.73 0.08
H 0.94 -0.39 -1.22 0.06
C 2.16 -9.67 0.81 -0.15
O 2.43 -8.40 1.37 -0.29
P 1.78 -7.11 0.42 0.80
O 3.14 -6.97 -0.27 -0.25
O 1.72 -6.12 1.75 -0.27
C 2.24 -6.49 3.01 -0.12
O 1.12 -5.82 -0.53 -0.33
C 1.82 -4.59 -0.57 -0.13
H 2.60 -10.44 1.46 0.09
H 1.08 -9.83 0.75 0.08
H 2.61 -9.75 -0.18 0.08
H 3.30 -6.76 2.94 0.10
H 1.65 -7.32 3.42 0.09
H 2.15 -5.64 3.68 0.09
H 2.84 -4.72 -0.97 0.09
H 1.86 -4.12 0.41 0.09
H 1.28 -3.92 -1.25 0.03
C -1.63 -10.97 -4.52 -0.15
O -3.01 -10.77 -4.24 -0.30
P -3.88 -10.18 -5.62 0.80
O -3.68 -8.75 -5.08 -0.27
O -5.29 -10.80 -5.04 -0.27
C -5.40 -11.42 -3.77 -0.12
O -4.74 -9.58 -6.99 -0.32
C -5.84 -8.70 -6.77 -0.14
H -1.15 -11.35 -3.62 0.09
H -1.52 -11.70 -5.32 0.08
H -1.17 -10.02 -4.80 0.08
H -5.07 -10.75 -2.97 0.09
H -4.82 -12.35 -3.76 0.09
H -6.44 -11.68 -3.60 0.09
H -5.52 -7.79 -6.24 0.08
H -6.64 -9.20 -6.22 0.08
H -6.23 -8.40 -7.75 0.09
```

Calculated values
Strongest force on any atom, eV/Å: 10.1
HOMO level, eV: -10.6
Charge: +1
Lowest unoccupied orbital energy, eV: -4.210
Orbital gap, eV: 6.34
E_tot, eV: -133056.7233